[1]
Here is a structure of composition ClH14N3OZn from OMol25. Energies are from ωB97M-V/def2-TZVPD.

Geometry as XYZ:
```
20
Properties=species:S:1:pos:R:3:forces:R:3
Zn -2.168795 0.126168 3.048808 1.2 0.0 -0.9
N 1.704141 2.735801 1.558896 0.7 0.0 1.5
H 1.503198 3.678485 1.934614 -0.3 -0.1 -0.3
H 0.955186 2.050850 1.791235 0.6 0.7 -0.5
H 2.548907 2.452773 2.092761 -0.1 -0.1 -0.2
H 1.984433 2.797752 0.581722 -0.2 0.0 -0.1
N 0.562107 0.927172 -2.122309 -1.5 -0.2 0.3
H -0.432441 1.191118 -2.177251 0.2 0.4 -0.4
H 1.099073 1.761250 -1.884204 0.3 -0.1 -0.5
H 0.800656 0.520717 -3.041414 0.5 0.0 0.3
H 0.569852 0.250432 -1.344825 0.8 -0.2 -0.6
N -2.814634 -2.364416 -0.599254 -0.8 0.3 0.0
H -2.486282 -2.760601 0.284522 0.1 -0.3 -0.2
H -3.819700 -2.147329 -0.506791 0.0 -0.5 -0.2
H -2.675836 -3.018799 -1.385329 0.0 0.0 0.1
H -2.370882 -1.465864 -0.782984 0.3 -0.2 -0.1
Cl -0.599461 -0.010622 1.284593 -1.8 0.1 1.9
O 2.069210 -2.058463 0.133395 -0.7 0.4 -0.3
H 1.921426 -3.009665 0.235389 0.3 0.0 -0.1
H 1.649844 -1.656761 0.898426 0.3 -0.3 0.4
```
Positions in Å, forces in eV/Å.

E_tot = -2485.679648 a.u.
net charge = +4
HOMO = -23.096 eV
LUMO energy = -18.68 eV

***

[2]
Here is a cluster of 2 separate species, C3H8OS in total from OMol25. Energies are from ωB97M-V/def2-TZVPD.

Geometry as XYZ:
```
13
Properties=species:S:1:pos:R:3:forces:R:3
C -1.431712 1.265330 0.519908 -1.1 -1.0 -0.2
S -2.328788 -0.105754 1.452810 1.0 0.8 -0.3
H -0.347795 1.330876 0.578669 -0.1 -0.4 0.5
H -1.929445 2.149594 0.903050 0.2 0.3 -0.5
H -1.686910 1.035593 -0.528397 0.0 0.5 0.4
H -2.160286 0.488923 2.643317 -0.1 -0.2 0.0
C 1.494632 -0.303539 -1.513585 1.2 -1.1 -1.3
C 1.775758 -1.148395 -0.513299 -1.7 1.2 1.1
O 0.857589 -1.368817 0.501119 1.2 0.6 0.8
H 1.971570 -0.618580 -2.452839 0.7 1.1 0.4
H 0.893199 0.591605 -1.560609 -1.1 -0.7 0.2
H 2.761824 -1.440480 -0.196299 0.3 -1.1 -0.8
H 0.130363 -1.876357 0.166156 -0.6 0.0 -0.4
```
Positions in Å, forces in eV/Å.

E_tot = -592.436420 a.u.
net charge = 0
HOMO = -8.950 eV
LUMO energy = 0.89 eV

***

[3]
Here is a structure of composition C40H41N5PPdSSe2 from OMol25. Energies are from ωB97M-V/def2-TZVPD.

Geometry as XYZ:
```
91
Properties=species:S:1:pos:R:3:forces:R:3
Pd 1.030651 0.462724 0.439976 -1.0 0.7 0.9
C -4.241973 -0.232913 5.123440 0.1 0.0 0.0
C -4.324211 -0.961630 3.769974 -0.1 0.0 0.0
C -5.592809 -0.510094 3.043066 0.1 0.0 0.0
C -4.399287 -2.482143 3.998742 0.1 0.0 0.0
C -3.066662 -0.650442 2.979324 -0.1 0.0 0.0
C -1.811545 -1.045877 3.453360 0.0 0.0 -0.1
C -0.682159 -0.763642 2.718371 -0.1 0.0 0.0
N -0.746554 -0.117043 1.546477 1.3 -0.1 0.2
C -1.926491 0.276824 1.065233 -0.2 0.0 0.0
C -3.092267 0.032394 1.762067 -0.1 -0.1 0.1
C -1.863765 0.969684 -0.228464 -0.1 0.0 0.1
C -2.974948 1.360580 -0.947189 -0.1 0.1 -0.1
C -2.848501 2.019150 -2.170531 0.0 0.0 -0.1
C -1.544604 2.249907 -2.626696 -0.1 0.0 0.1
C -0.472318 1.832708 -1.875441 0.1 0.1 -0.1
N -0.629171 1.210850 -0.698086 1.5 -0.4 0.0
C -4.042882 2.467065 -2.989621 -0.1 0.0 -0.1
C -5.371019 2.153155 -2.298662 0.1 0.0 0.0
C -4.001213 1.740622 -4.347125 0.1 0.0 0.0
C -3.948022 3.986607 -3.217971 0.1 0.0 0.0
H -5.135100 -0.458587 5.706609 0.0 0.0 0.0
H -4.191644 0.849663 4.985880 0.0 0.0 0.0
H -3.372538 -0.548139 5.703710 0.0 0.0 0.0
H -6.460364 -0.782949 3.642622 0.0 0.0 0.0
H -5.701763 -1.004239 2.073598 0.0 0.1 0.0
H -5.621904 0.574894 2.910556 0.0 0.0 0.0
H -5.320219 -2.721473 4.530539 0.0 0.0 0.0
H -3.564481 -2.848061 4.598744 0.0 0.0 0.0
H -4.403912 -3.024616 3.050615 0.0 0.0 0.0
H -1.705172 -1.573524 4.390989 0.0 0.0 0.0
H 0.300143 -1.059603 3.059214 0.0 0.0 0.0
H -4.035303 0.375340 1.364384 0.0 0.0 0.0
H -3.958450 1.147725 -0.556604 0.0 0.0 0.0
H -1.357086 2.751504 -3.565885 0.0 0.0 0.0
H 0.540842 2.001830 -2.210906 0.0 -0.1 0.0
H -5.513278 1.077912 -2.158379 0.0 0.1 0.0
H -6.189319 2.506932 -2.925159 0.0 0.0 0.0
H -5.457103 2.663240 -1.335096 0.0 0.0 0.0
H -4.048970 0.656745 -4.218410 0.0 0.0 0.0
H -3.098229 1.984940 -4.910379 0.0 0.0 0.0
H -4.860188 2.049155 -4.943605 0.0 0.0 0.0
H -3.950684 4.532200 -2.271385 0.0 0.0 0.0
H -4.810491 4.314627 -3.798625 0.0 0.0 0.0
H -3.050010 4.262843 -3.773905 0.0 0.0 0.0
Se 2.955069 1.186650 -1.094081 -1.1 -0.6 0.9
P 2.623534 -0.823925 -1.981855 0.6 0.0 -0.5
Se 0.960459 -1.702644 -0.831888 0.1 1.1 0.4
C 2.181443 -0.566172 -3.694565 -0.2 -0.1 0.1
C 0.986152 -1.064317 -4.211647 0.2 0.0 -0.1
C 0.687666 -0.844962 -5.548847 -0.1 0.0 0.0
C 1.563913 -0.127643 -6.351022 0.0 0.0 0.0
C 2.751073 0.375137 -5.827965 0.0 0.0 0.0
C 3.064694 0.162491 -4.497912 0.0 -0.1 0.0
C 4.134920 -1.753656 -1.769405 -0.1 -0.1 0.1
C 4.098109 -3.054959 -1.269869 0.1 0.1 -0.2
C 5.284880 -3.755213 -1.116299 0.0 0.0 0.0
C 6.491313 -3.161676 -1.457681 0.0 0.0 0.0
C 6.524076 -1.862791 -1.954388 0.0 0.1 0.0
C 5.349398 -1.148156 -2.102763 0.0 -0.1 0.0
H 0.306294 -1.633465 -3.592234 0.0 0.0 0.0
H -0.231335 -1.239495 -5.962178 0.0 0.0 0.0
H 1.326325 0.037027 -7.394064 0.0 0.0 0.0
H 3.433705 0.930715 -6.457053 0.0 0.0 0.0
H 3.994169 0.548537 -4.095104 0.0 0.0 -0.1
H 3.155452 -3.529217 -1.028582 0.0 0.0 0.0
H 5.264538 -4.765392 -0.728858 0.0 0.0 0.0
H 7.414938 -3.713201 -1.338701 0.0 0.0 0.0
H 7.466513 -1.404157 -2.222849 0.0 0.0 0.0
H 5.383675 -0.130660 -2.475019 0.0 0.0 0.0
N 3.652460 0.570163 3.694888 0.2 -0.1 0.2
C 3.932113 -0.781939 3.502552 -0.1 0.1 -0.1
C 4.791691 -1.658638 4.156585 0.0 0.2 0.1
C 4.789930 -2.963627 3.721086 0.0 -0.1 0.0
C 3.961181 -3.387134 2.668333 0.0 0.0 0.0
C 3.117238 -2.512809 2.018176 -0.1 -0.1 0.0
C 3.116902 -1.187351 2.444828 0.0 -0.1 -0.1
N 2.376504 -0.075066 2.031977 -0.6 -0.1 -1.3
C 2.728472 0.937933 2.803999 0.1 -0.1 0.1
C 2.114170 2.233344 2.649630 0.1 0.2 0.1
C 2.237336 3.357152 3.396090 0.1 0.2 0.2
S 1.266985 4.599806 2.749139 0.0 -0.1 0.0
C 0.742581 3.556691 1.518744 -0.1 0.1 -0.1
N 1.257963 2.358901 1.588586 -0.3 -0.6 -0.6
H 4.081513 1.166925 4.386009 0.0 0.0 0.0
H 5.428903 -1.333488 4.969245 0.0 0.0 0.0
H 5.430347 -3.683585 4.212932 0.0 0.0 0.0
H 3.984222 -4.428577 2.375090 0.0 0.0 0.0
H 2.456967 -2.837894 1.228916 0.1 0.0 0.0
H 2.830724 3.512245 4.285421 0.0 0.0 -0.1
H 0.045797 3.871247 0.753233 0.0 -0.1 0.0
```
Positions in Å, forces in eV/Å.

E_tot = -7492.159168 a.u.
net charge = +3
HOMO = -16.239 eV
LUMO energy = -10.46 eV

***

[4]
Here is a cluster of 3 separate species, C21H50BNO8P in total from OMol25. Energies are from ωB97M-V/def2-TZVPD.

Geometry as XYZ:
```
82
Properties=species:S:1:pos:R:3:forces:R:3
C 3.118691 -5.405688 1.039126 -0.1 0.1 -0.1
O 2.454524 -4.311543 0.458570 -0.2 0.0 0.3
C 2.177535 -4.454698 -0.924668 -0.1 0.0 -0.3
C 3.440497 -4.343224 -1.773744 -0.1 0.1 0.4
C 4.228750 -3.049680 -1.573934 0.5 0.0 -0.2
C 3.859300 -1.930310 -2.542330 -0.3 -0.3 -0.2
C 2.365118 -1.629945 -2.572793 0.3 0.3 0.3
C 1.966342 -0.273093 -3.131633 -0.3 -0.2 -0.1
C 0.435936 -0.155342 -3.116278 0.2 -0.2 -0.1
C -0.170866 0.481102 -1.875128 0.1 -0.1 -0.2
C -0.490789 -0.509448 -0.743020 -1.2 1.0 0.8
C 0.435891 -0.327772 0.461611 0.4 0.1 -0.1
O 1.731050 0.182932 0.130115 0.0 -0.3 -0.1
C 2.788091 -0.521183 0.734794 -0.2 -0.1 0.1
C -1.929572 -0.197605 -0.179341 0.0 -0.4 0.0
O -2.778160 -1.035305 -0.903772 0.0 -0.2 0.2
B -1.967489 -2.292492 -0.868314 -0.7 0.7 -0.4
P -2.707307 -3.600021 -2.120962 1.1 -0.4 -0.1
N -1.848537 -4.884140 -2.426124 -0.3 0.1 0.2
O -3.164627 -2.827606 -3.477427 -0.4 0.1 0.0
O -4.176811 -4.006558 -1.519553 -0.3 0.0 0.2
O -0.622007 -1.819779 -1.197861 0.7 -0.6 0.2
H 2.923910 -6.326283 0.483943 0.0 -0.1 0.0
H 4.197863 -5.236066 1.084681 0.1 -0.1 0.0
H 2.744654 -5.539705 2.052237 0.0 0.1 0.1
H 1.700965 -5.420927 -1.119747 0.0 -0.1 0.1
H 1.432820 -3.701188 -1.166064 0.0 0.1 0.0
H 3.161469 -4.462165 -2.821427 0.0 -0.1 -0.1
H 4.082971 -5.181909 -1.498404 0.1 -0.2 -0.1
H 4.160790 -2.714991 -0.537325 -0.1 -0.1 0.0
H 5.285233 -3.273917 -1.746362 0.1 0.0 0.1
H 4.440285 -1.033099 -2.325087 0.1 0.1 0.1
H 4.148999 -2.278315 -3.538964 0.2 0.2 -0.1
H 1.970194 -1.689720 -1.557420 -0.1 -0.1 -0.1
H 1.877646 -2.393345 -3.177745 -0.2 -0.2 0.2
H 2.413349 0.520129 -2.530251 0.1 0.1 0.0
H 2.323251 -0.179690 -4.160433 0.2 0.1 -0.1
H 0.057910 -1.175773 -3.163914 -0.3 0.0 -0.2
H 0.063802 0.347130 -4.008255 0.1 0.2 0.0
H -1.092587 0.971958 -2.179969 -0.2 0.0 0.1
H 0.491390 1.249010 -1.480728 0.0 0.1 -0.1
H 0.515304 -1.271662 1.001493 0.0 -0.2 0.0
H -0.027883 0.399572 1.135468 0.0 0.1 0.1
H 2.814349 -0.342966 1.814850 0.1 0.1 0.1
H 3.716706 -0.186428 0.279377 0.1 0.1 0.0
H 2.694596 -1.599682 0.574396 0.0 0.0 0.0
H -1.975997 -0.486485 0.887673 0.2 0.0 0.1
H -2.208401 0.857325 -0.232589 0.0 0.1 -0.3
H -2.091373 -2.825292 0.246300 0.1 -0.2 0.0
H -2.362398 -5.720203 -2.168748 0.1 -0.1 -0.2
H -3.940752 -3.283352 -3.825472 0.0 0.0 -0.2
H -4.123148 -3.973312 -0.557844 -0.1 0.1 0.1
C -1.792296 5.753791 -2.077764 0.1 0.0 0.0
C -2.211411 4.886202 -0.901888 0.0 0.1 0.0
O -1.409912 3.741122 -0.714363 0.0 -0.1 0.0
C -0.034790 3.965989 -0.461018 0.2 0.0 0.0
C 0.231063 4.773768 0.796525 -0.2 0.0 0.0
H -1.790121 5.169007 -2.998149 0.0 0.0 0.0
H -2.488186 6.586232 -2.193461 0.0 0.0 0.0
H -0.793806 6.172145 -1.942949 0.0 0.0 0.0
H -3.216268 4.499288 -1.074882 0.0 0.0 0.0
H -2.256208 5.485191 0.017284 0.0 0.0 0.0
H 0.449227 4.424180 -1.332125 0.0 0.0 0.0
H 0.399636 2.974581 -0.346280 0.0 0.0 0.0
H -0.182917 5.782697 0.738517 0.0 0.0 0.0
H 1.302672 4.864737 0.975744 0.0 -0.1 0.0
H -0.222168 4.267195 1.649165 0.1 0.0 0.1
C -2.756349 3.631705 3.307008 0.0 0.0 0.1
C -2.140905 2.268584 3.573367 -0.1 0.0 -0.1
O -1.124718 2.281402 4.564352 0.1 0.0 0.0
C -1.515971 2.711977 5.850440 0.0 0.0 0.1
C -2.607928 1.867452 6.487027 0.0 0.0 -0.1
H -1.982532 4.341390 3.013468 0.0 0.0 0.0
H -3.486057 3.557678 2.500440 0.0 0.0 0.0
H -3.266885 4.037025 4.182914 0.0 -0.1 0.0
H -1.653076 1.904085 2.669511 0.0 0.0 0.0
H -2.916655 1.537576 3.825715 0.0 0.0 0.0
H -1.813575 3.767979 5.831978 0.0 0.0 0.0
H -0.610023 2.651354 6.454709 0.0 0.0 0.0
H -3.539588 1.907996 5.921999 0.0 0.0 0.0
H -2.815300 2.226478 7.496335 0.0 0.0 0.0
H -2.296423 0.823945 6.545378 0.0 0.0 0.0
```
Positions in Å, forces in eV/Å.

E_tot = -1853.111243 a.u.
net charge = -1
HOMO = -4.469 eV
LUMO energy = 2.51 eV

***

[5]
Here is an isolated molecule of C6H6N2O from OMol25. Energies are from ωB97M-V/def2-TZVPD.

Geometry as XYZ:
```
15
Properties=species:S:1:pos:R:3:forces:R:3
C 2.093934 -0.734159 0.024101 1.0 -0.7 -0.5
C 0.953154 -0.056505 0.044504 2.1 1.6 -0.2
C -0.074590 1.851995 0.011240 -1.7 2.2 -0.4
C -1.116998 0.805736 -0.207289 -1.4 1.6 0.4
C -0.417596 -0.287141 -0.081978 -2.3 -4.5 -0.3
C -2.493396 -0.025053 -0.004265 3.7 0.2 4.0
H 4.052032 -0.794720 0.231167 -2.8 2.4 -1.2
H 2.207732 -1.794842 -0.049155 -0.6 -0.7 0.3
H -0.279036 2.955799 0.107438 0.4 -1.2 -0.3
H -1.714282 -1.956741 -0.559094 0.4 -0.2 -0.4
H -3.277008 -0.107936 -0.689246 -1.0 0.1 -1.2
H -2.808324 0.119380 1.099590 -0.1 0.1 -2.0
N 1.118456 1.380421 0.028684 -0.6 -0.4 0.6
N -1.532974 -1.243285 0.126838 0.2 1.5 -0.1
O 3.288890 -0.112950 -0.082532 2.6 -2.2 1.5
```
Positions in Å, forces in eV/Å.

E_tot = -416.825531 a.u.
net charge = 0
HOMO = -8.563 eV
LUMO energy = 0.41 eV